(1)
Entry from the Open Molecules 2025 dataset: an isolated molecule of C33H47Br2NO7 (the ωB97M-V functional and the def2-TZVPD basis).

Structure (XYZ):
```
90
Properties=species:S:1:pos:R:3:lowdin_charge:R:1
C -1.61 2.14 1.09 -0.36
Br -1.05 -0.97 -4.90 0.71
C 4.74 -0.65 1.06 -0.20
H -1.95 4.19 -3.47 0.11
H 1.98 -0.34 3.12 0.11
O 9.49 0.51 0.42 0.15
C 6.79 0.34 2.37 -0.19
N 2.82 -2.52 -1.79 0.22
H -0.21 3.74 0.59 0.06
H -6.46 -1.86 -0.14 0.08
C -1.20 -0.26 -1.31 -0.10
H 0.48 1.47 0.83 0.09
C -4.02 -2.98 0.17 -0.06
H -1.40 1.08 -3.02 0.07
H -5.07 1.64 -5.49 0.10
H -6.38 -3.44 1.92 0.07
C 3.72 -1.21 2.13 -0.19
H 11.70 -1.07 2.74 0.07
C 0.24 -0.23 -3.57 -0.68
H -7.05 -0.41 0.86 0.09
H -5.82 0.72 -3.15 0.10
C -1.05 -1.85 -1.53 -0.37
C -0.81 -0.26 0.20 -0.29
H 2.21 0.82 -3.97 0.06
C -5.02 1.49 -3.26 -0.06
H -3.16 3.38 -5.64 0.10
H 10.74 -0.16 4.11 0.07
H -1.54 3.73 -1.15 0.07
C -0.55 0.62 -2.44 -0.57
H -5.21 -0.54 2.47 0.13
C -6.21 -2.54 2.57 -0.09
H -5.53 -0.28 -0.10 0.06
C -2.80 3.47 -3.45 -0.04
Br 0.62 2.11 -1.92 0.86
C -2.96 -0.79 1.13 -0.16
H -2.30 -0.06 -1.41 0.15
H -5.69 -2.85 3.52 0.08
C -3.26 2.92 -2.16 -0.17
C 9.54 -0.84 2.36 -0.07
H -3.46 -0.11 0.40 0.11
C -3.93 -2.00 1.40 -0.29
C 2.27 -0.57 2.05 -0.17
H -7.21 -2.08 2.82 0.08
C 8.97 0.31 1.48 -0.46
O -1.68 -1.29 0.73 -0.08
O 1.66 -0.63 -0.67 -0.01
H -3.17 4.13 -0.34 0.14
H -2.87 -0.21 2.10 0.13
C 1.21 0.69 -4.44 -0.23
H 6.83 -0.98 0.52 0.12
O -2.50 2.16 -0.02 -0.16
H 9.04 -1.85 2.37 0.12
H -3.15 -3.69 0.13 0.09
H 0.91 -1.01 -3.13 0.08
H 1.62 -2.59 1.48 0.13
H 5.93 1.06 2.49 0.13
H 0.72 1.64 -4.77 0.07
C -2.52 3.34 -0.81 -0.19
O 7.86 1.10 1.80 -0.03
H -3.50 -2.57 2.28 0.14
C 2.37 -1.73 -1.09 -0.30
H -0.17 3.26 2.31 0.10
O 0.06 -2.23 -0.71 0.04
C 6.26 -0.85 1.48 -0.16
C -4.58 2.01 -4.56 -0.08
H 2.28 0.43 1.53 0.10
H -4.95 -3.60 0.30 0.07
C 0.54 -1.14 0.13 -0.31
C 10.72 -0.69 3.12 0.01
C -0.88 3.48 1.46 -0.05
H 1.39 0.09 -5.38 0.06
H 7.00 -0.05 3.40 0.12
O -1.70 -2.59 -2.17 0.14
C 1.16 -1.56 1.50 -0.06
C -4.34 1.95 -2.05 -0.04
C -5.37 -1.43 1.81 -0.36
H -0.40 0.64 2.13 0.14
H 4.15 -0.92 3.13 0.11
H 3.63 -2.32 2.12 0.11
H 6.29 -1.85 1.99 0.12
H -4.63 1.55 -1.06 0.09
H 0.32 -1.65 2.25 0.13
H -2.26 1.90 2.00 0.14
C -6.16 -1.00 0.50 -0.08
H -4.11 -2.43 -0.80 0.09
C -0.52 0.99 1.06 -0.07
H 4.65 -1.16 0.05 0.10
H -1.56 4.35 1.67 0.09
H 4.50 0.44 0.85 0.12
C -3.50 3.00 -4.65 -0.07
```

HOMO energy: -8.3 eV
F_max: 3.31 eV/Å
Total charge: 0
Structure (SMILES): C=CC(=O)OCCCCCC[C@@]1(OC#N)OC(=O)[C@H]([C@@H](Br)[C@H](C)Br)[C@@]1(C[C@@H](C)OCc1ccccc1)OC[C@H](C)C(C)C
Frontier orbital gap: 7.538 eV

---

(2)
Entry from the Open Molecules 2025 dataset: C33H47HoNO4SSi2 as an isolated structure (the ωB97M-V functional and the def2-TZVPD basis).

Structure (XYZ):
```
89
Properties=species:S:1:pos:R:3:lowdin_spin:R:1
C -17.75 10.59 -8.92 0.00
C -14.87 6.16 -6.31 0.00
H -16.39 12.30 -10.41 0.00
H -18.25 11.34 -9.58 0.00
H -17.67 11.10 -7.97 0.00
C -14.09 1.16 -6.92 0.00
Ho -16.42 5.13 -10.41 4.03
H -15.46 12.20 -8.87 0.00
H -13.87 5.38 -12.30 0.00
C -13.29 5.09 -4.26 0.00
C -13.78 6.41 -4.24 0.00
C -16.29 10.35 -9.46 0.00
H -19.16 2.02 -10.06 0.00
C -15.38 9.72 -8.39 0.00
H -17.75 10.45 -14.06 0.00
Si -14.90 3.81 -7.87 0.00
C -19.97 9.33 -11.63 0.00
C -17.76 4.07 -7.07 0.00
H -17.62 6.13 -15.33 0.00
H -13.76 9.07 -10.94 0.00
H -19.96 7.53 -13.74 0.00
H -19.28 11.15 -13.71 0.00
C -14.62 8.54 -13.40 0.00
H -16.13 5.24 -15.43 0.00
H -19.71 4.15 -6.30 0.00
H -20.76 2.99 -8.14 0.00
C -13.48 8.02 -11.11 0.00
C -17.39 2.78 -9.10 0.00
C -15.69 11.65 -9.81 0.00
H -11.67 0.43 -9.83 0.00
C -13.62 4.28 -5.39 0.00
O -16.30 9.54 -10.60 0.00
C -18.81 2.60 -9.15 0.00
H -17.23 4.64 -6.33 0.00
C -19.71 3.17 -8.21 0.00
H -20.97 9.59 -12.03 0.00
H -18.32 9.66 -8.80 0.00
H -14.38 9.94 -8.63 0.00
C -14.59 6.97 -5.22 0.00
Si -16.92 8.17 -11.16 0.00
C -18.44 10.63 -13.21 0.00
H -19.10 8.60 -14.96 0.00
H -13.61 7.01 -3.38 0.00
O -15.73 7.16 -11.69 0.00
S -17.95 7.01 -9.71 -0.01
H -18.05 11.27 -12.40 0.00
H -16.75 2.26 -9.83 0.00
N -17.12 4.74 -12.58 -0.01
H -13.84 -0.83 -6.26 0.00
H -18.75 3.67 -15.71 0.00
C -19.12 3.85 -7.14 0.00
C -16.86 3.57 -8.02 0.00
H -12.81 4.71 -3.40 0.00
H -12.72 2.63 -9.69 0.00
C -12.79 -0.43 -8.21 0.00
O -14.77 4.71 -9.28 -0.01
C -13.61 -0.11 -7.07 0.00
H -20.56 9.15 -14.23 0.00
C -12.51 0.58 -9.09 0.00
O -17.88 8.37 -12.43 0.00
H -15.54 8.61 -8.25 0.00
C -17.15 5.16 -15.21 0.00
C -14.00 2.14 -7.97 0.00
H -12.20 -1.33 -8.25 0.00
C -19.68 8.56 -14.03 0.00
H -14.80 11.63 -10.38 0.00
C -14.41 7.53 -12.28 0.00
C -13.07 1.91 -8.97 0.00
H -13.30 3.24 -5.53 0.00
C -17.09 4.91 -13.74 0.00
H -14.88 7.99 -5.02 0.00
H -15.48 10.08 -7.37 0.00
H -15.56 6.52 -7.11 0.00
C -17.83 4.10 -16.06 0.00
H -18.03 4.62 -16.94 0.00
H -14.64 1.31 -6.07 0.00
H -19.99 8.32 -11.20 0.00
H -12.86 6.34 -13.37 0.00
H -15.31 8.06 -14.17 0.00
H -15.03 9.44 -13.01 0.00
C -19.00 9.29 -12.82 0.00
H -14.55 6.01 -13.79 0.00
H -13.70 8.79 -13.95 0.00
H -13.59 7.45 -10.22 0.00
H -19.63 9.96 -10.84 0.00
C -14.40 4.86 -6.43 0.00
H -17.21 3.33 -16.46 0.00
C -13.88 6.28 -12.97 0.00
H -12.49 7.80 -11.44 0.00
```

HOMO energy (alpha / beta): -11.2 / -11.2 eV
F_max: 3.36 eV/Å
Total charge: +1
Expectation value of S²: 6.0039
2S+1: 5
Frontier orbital gap (alpha / beta): 8.736 / 8.834 eV

---

(3)
Entry from the Open Molecules 2025 dataset: C33H48AsN10O5RbSi as an isolated structure (the ωB97M-V functional and the def2-TZVPD basis).

Structure (XYZ):
```
99
Properties=species:S:1:pos:R:3:lowdin_charge:R:1
C -1.27 14.57 16.55 -0.11
C -5.15 14.66 19.77 -0.04
C -8.77 11.92 16.38 -0.11
H -1.97 12.39 22.87 0.11
H 4.37 10.80 20.26 0.09
H -1.33 7.40 16.14 0.07
N -8.32 12.78 17.33 0.10
C -7.65 11.46 15.70 -0.17
H -6.14 7.40 17.55 0.06
H -5.17 6.22 9.37 0.02
C -2.30 11.08 21.35 -0.40
H -0.27 17.54 15.23 0.11
N -3.30 10.82 20.48 0.14
H -4.17 6.35 19.46 0.11
H -3.79 3.72 10.01 0.02
C -2.76 4.04 9.73 -0.33
H 1.28 9.80 11.19 0.10
H -0.38 11.13 21.65 0.17
H 2.45 12.35 20.93 0.08
H -9.84 11.58 16.28 0.13
C -2.95 5.94 12.25 -0.31
H -1.20 8.79 17.30 0.02
C -4.18 14.33 18.80 -0.14
H 4.31 9.63 18.20 0.12
Rb -3.99 10.46 17.08 0.74
C 0.56 11.37 14.80 -0.22
H -2.04 5.42 12.65 -0.01
H -5.28 14.19 15.73 -0.03
H -4.68 7.57 10.44 0.04
N -4.69 13.53 17.83 0.08
H 1.89 16.70 16.18 0.11
H -5.73 8.11 19.23 0.09
C -0.03 13.89 16.68 -0.21
H -5.90 15.44 14.90 -0.02
H -3.57 11.94 22.62 0.08
N -6.35 14.25 19.12 0.10
H 2.87 11.30 12.29 0.09
C 1.10 14.76 16.61 -0.11
C -1.17 7.73 17.17 -0.08
O -5.05 11.77 21.70 -0.04
C -6.96 12.94 17.14 -0.23
H -1.83 7.30 19.21 0.12
C 0.99 16.05 16.20 -0.13
O -3.47 7.63 17.99 -0.26
H -3.12 6.92 12.68 0.01
C 2.47 11.88 19.99 -0.11
C -1.39 15.85 16.09 -0.11
N -0.83 10.06 19.79 0.10
O -1.28 11.35 17.01 -0.50
O 1.24 6.22 13.47 0.02
H -2.02 3.50 10.21 -0.02
N -5.04 15.06 15.22 0.03
N -2.57 11.61 22.59 0.15
H -0.91 9.26 12.56 0.09
C 1.60 11.85 13.98 -0.10
C -4.48 6.62 18.48 -0.23
C -4.33 6.88 9.61 -0.38
C -0.22 10.35 14.27 -0.11
Si 0.06 12.03 16.53 0.40
H -1.31 10.55 19.01 0.05
C 1.56 12.22 19.01 -0.14
C 3.60 11.12 19.57 -0.10
H -2.14 13.92 16.89 0.09
H -3.93 7.54 8.88 -0.02
H 2.13 14.35 16.63 0.11
C 1.06 10.21 12.19 -0.08
H -5.06 15.06 20.79 0.11
H -3.09 14.38 18.95 0.11
C -6.01 13.55 18.03 -0.35
H -4.46 14.71 14.45 0.03
H -3.82 5.37 12.21 -0.03
H -2.40 16.27 15.89 0.10
C 3.56 10.45 18.37 -0.13
C 2.61 10.76 17.44 -0.11
C 1.61 11.71 17.67 -0.20
H 2.64 10.25 16.48 0.10
C 1.92 11.16 12.81 -0.11
C -2.14 7.11 18.16 -0.31
As -2.73 6.01 10.23 1.01
H 0.69 12.91 19.26 0.12
H 2.25 12.72 14.25 0.12
H -1.01 9.97 14.86 0.06
O -5.39 10.64 19.81 -0.07
C 0.49 5.46 13.85 0.00
N -4.61 11.06 20.71 -0.38
N -6.57 12.22 16.01 0.07
H 0.17 10.14 19.69 0.08
C -0.24 16.61 15.85 -0.10
H -4.45 5.78 17.83 0.11
H -6.57 6.57 18.98 0.08
C -0.11 9.90 12.93 -0.08
H -2.15 6.00 18.00 0.12
H -2.67 3.90 8.66 0.01
N -1.08 10.76 20.98 0.01
H -7.66 10.71 14.90 0.11
H -8.90 13.28 17.97 0.15
H -7.31 14.46 19.50 0.18
H -0.14 7.34 17.52 0.12
C -5.83 7.23 18.54 -0.07
```

HOMO energy: -7.7 eV
F_max: 3.64 eV/Å
Total charge: 0
Frontier orbital gap: 7.542 eV
Energy above the lowest of the compared OMol25 structures with the same formula, charge and spin: 9.90 kcal/mol

---

(4)
Entry from the Open Molecules 2025 dataset: C33H48BBrFN9Pb as an isolated structure (the ωB97M-V functional and the def2-TZVPD basis).

Structure (XYZ):
```
94
Properties=species:S:1:pos:R:3:lowdin_charge:R:1
H 3.23 2.74 -3.12 0.11
C -6.41 -0.29 -1.73 -0.03
C 2.78 3.30 -1.00 -0.26
H 2.56 -3.54 0.84 0.10
H 3.75 -2.15 -1.70 0.07
H 2.61 -1.82 0.25 0.08
H 4.98 -0.71 3.02 0.10
N -3.53 -0.62 0.80 0.04
H -3.11 2.39 1.28 0.07
C -1.33 2.76 2.43 -0.36
H 2.04 5.28 3.34 0.06
H 2.84 3.77 1.67 0.11
C -5.47 -0.78 -0.60 -0.24
H 3.63 5.29 -1.64 0.09
C 1.37 4.76 3.99 0.00
N 1.67 1.45 -0.55 -0.01
H 1.45 -4.72 -2.44 0.10
C -0.97 3.77 3.34 0.03
C -1.47 2.25 -1.75 -0.15
C 4.14 1.10 2.21 -0.26
N 1.99 0.52 2.56 0.02
H 3.26 -3.49 -2.75 0.08
C -5.23 -2.27 1.22 -0.11
H 6.22 1.44 1.70 0.10
C 3.28 4.70 -0.74 -0.03
H -2.97 -2.80 -1.19 0.09
C -1.26 0.96 -1.25 -0.38
C -2.10 2.47 -2.94 -0.03
C 3.38 -3.15 -1.75 -0.09
H 4.12 4.78 -0.05 0.06
H -7.06 -1.03 -2.15 0.07
C -2.69 2.19 2.24 -0.03
C 2.27 -1.67 3.79 -0.04
H 1.50 -0.66 -2.09 0.03
Br -3.07 -2.13 3.03 0.72
H -2.09 -3.41 -3.28 0.09
N -0.95 -3.60 -1.44 -0.25
Pb -0.18 0.29 0.62 1.28
H 2.54 5.36 -0.28 0.08
H 1.67 -2.37 3.27 0.05
H -7.05 0.52 -1.33 0.09
F -3.20 1.45 -4.88 0.05
H -2.75 -4.50 -0.68 0.10
H 3.11 -2.21 4.24 0.08
C -5.91 -1.90 0.09 -0.03
H 2.75 -0.14 -3.14 0.08
C 1.41 -4.45 -1.39 -0.23
H -2.21 3.51 -3.26 0.12
H -3.34 2.57 3.03 0.09
C -2.25 0.10 -3.27 -0.06
H -1.60 -5.03 -2.95 0.07
H -0.09 -4.53 0.18 0.10
H 5.01 1.96 0.47 0.09
C -0.01 -4.59 -0.89 -0.22
C -2.21 -3.50 -0.71 -0.13
C -4.08 -1.54 1.52 -0.77
H -1.52 4.35 4.08 0.11
H -5.51 -3.10 1.83 0.10
H -6.80 -2.47 -0.24 0.13
C 2.04 -2.76 0.27 -0.11
N -0.30 2.36 1.74 -0.05
H -2.04 -3.16 0.31 0.05
C -1.23 -4.01 -2.84 -0.10
N 2.06 -3.16 -1.14 -0.27
C 2.76 -0.47 3.09 -0.35
H -3.90 0.60 -0.85 0.10
B 2.19 2.77 1.50 -0.54
N 2.80 1.48 2.11 -0.01
H 1.68 -1.37 4.67 0.08
H 1.99 -5.29 -0.85 0.14
C -4.27 -0.20 -0.25 -0.09
H 1.06 -2.49 0.61 0.01
H -2.42 -0.72 -3.99 0.12
C 2.00 1.41 -1.84 -0.31
C 4.08 -0.15 2.81 -0.02
C 2.69 2.59 -2.19 0.03
H 0.83 5.48 4.53 0.06
H 1.96 4.11 4.61 0.08
H 1.10 0.28 -3.50 0.09
C -2.54 1.38 -3.71 -0.26
H -1.17 3.13 -1.22 0.09
H -0.32 -5.67 -1.12 0.13
C 1.81 0.16 -2.67 -0.02
H -0.31 -3.87 -3.41 0.08
H -1.40 -1.13 -1.74 0.08
C 0.42 3.94 3.12 -0.21
N 2.13 2.61 -0.04 0.02
N 0.81 3.07 2.12 0.04
H -2.74 1.12 2.24 0.02
H 5.22 2.90 1.98 0.07
C -1.63 -0.10 -2.10 -0.21
H -5.77 0.20 -2.49 0.08
H 4.04 -3.82 -1.18 0.08
C 5.19 1.90 1.56 -0.03
```

HOMO energy: -7.5 eV
F_max: 3.25 eV/Å
Total charge: 0
Frontier orbital gap: 8.050 eV
Energy above the lowest of the compared OMol25 structures with the same formula, charge and spin: 38.69 kcal/mol

---

(5)
Entry from the Open Molecules 2025 dataset: C33H48BIrN6SbSi as an isolated structure (the ωB97M-V functional and the def2-TZVPD basis).

Structure (XYZ):
```
91
Properties=species:S:1:pos:R:3:lowdin_spin:R:1
H 1.02 4.00 2.03 0.00
H 4.34 -0.82 -1.29 0.00
H 2.52 4.14 0.30 0.00
H 3.39 2.44 -4.20 0.00
H 0.85 -3.77 -0.96 0.00
H 3.23 -1.11 4.66 0.00
C 0.10 -2.00 -3.42 0.01
C -0.27 3.16 0.52 0.03
H -1.22 -0.99 -5.60 0.00
C 3.43 -0.10 4.30 0.01
Si 1.49 -0.78 2.45 0.29
H 2.03 -2.52 -0.64 0.01
C -2.47 -1.84 2.35 0.01
H 4.85 -3.86 0.40 0.00
N -0.56 1.92 0.10 0.15
H -2.58 -0.52 -4.58 0.00
C 4.00 -3.77 1.07 0.00
Sb 2.59 1.21 -1.25 0.13
C 2.46 -4.79 2.62 0.00
C 4.34 0.69 4.98 0.00
H 2.96 1.16 -5.32 0.00
N -2.57 0.11 -0.70 0.01
H -2.32 3.42 -3.24 0.00
N -0.75 -0.27 -2.35 0.01
H 4.15 3.49 3.07 0.00
C 4.51 0.25 -1.18 0.01
C 3.31 3.22 -1.51 0.05
C 0.09 3.44 1.95 0.01
H -5.88 0.03 -1.34 0.00
H -0.70 4.04 2.40 0.00
H 4.17 3.56 0.46 0.00
H 4.21 0.88 -4.12 0.00
H -2.97 -2.81 2.38 0.00
H -1.30 0.64 -4.92 0.00
N -0.97 2.00 -1.20 0.01
H 5.05 0.59 -2.07 0.00
H 6.27 0.06 0.10 0.00
H 5.30 2.61 5.08 0.00
C -1.30 3.72 -2.98 0.00
H -1.39 -2.00 2.40 0.01
H 2.02 -0.23 -3.42 0.00
C 4.60 1.99 4.54 0.00
H 3.77 -1.67 0.77 0.00
H 4.00 -5.86 1.58 0.00
C 3.47 4.03 -0.22 0.00
C -2.84 -1.10 1.10 0.02
H 0.56 -1.05 3.58 0.03
C -0.92 3.29 -1.60 0.01
H -0.63 3.27 -3.73 0.00
H -4.84 1.40 -1.76 0.00
H 3.84 5.03 -0.44 0.00
C -0.47 4.05 -0.54 0.01
H 1.20 1.33 -3.52 0.00
H 1.00 -3.48 3.50 0.00
H 4.26 3.11 -2.03 0.00
C 5.31 0.59 0.09 0.00
H -2.47 1.18 -2.70 0.00
N -1.93 -0.47 0.36 0.15
H 2.57 2.05 1.83 0.00
H 4.85 0.31 5.86 0.00
C 1.84 -3.56 2.81 0.02
H 5.54 1.66 0.15 0.00
H 0.34 -2.71 -4.20 0.00
Ir 0.25 -0.06 0.50 2.58
B -1.75 0.80 -1.82 0.00
C 3.39 -2.55 1.27 0.02
H 0.19 2.52 2.52 0.01
C 1.45 -2.99 -1.42 0.01
C -4.87 0.31 -1.65 0.00
C 3.24 1.36 -4.28 0.01
C 2.77 0.37 3.16 0.04
H -4.67 -0.13 -2.63 0.00
H 4.79 0.32 1.01 0.00
C 3.53 -4.90 1.74 0.02
H -1.22 4.80 -3.06 0.00
H -5.05 -1.32 0.86 0.00
N 0.05 -0.94 -1.47 0.15
H 2.11 -5.66 3.17 0.00
C 3.95 2.47 3.41 0.00
C -3.89 -0.16 -0.62 0.02
C -0.74 -0.90 -3.54 0.01
C 3.05 1.66 2.72 0.01
C 2.29 -2.42 2.14 0.06
H 2.13 -3.46 -2.13 0.00
H 2.60 3.70 -2.19 0.00
C -4.10 -0.93 0.51 0.01
C -1.50 -0.41 -4.73 0.00
H -2.77 -1.28 3.24 0.00
C 2.17 0.85 -3.32 0.02
C 0.57 -2.00 -2.11 0.02
H -0.33 5.12 -0.52 0.00
```

HOMO energy (alpha / beta): -9.9 / -11.0 eV
F_max: 0.72 eV/Å
Total charge: +1
Expectation value of S²: 6.0120
2S+1: 5
Frontier orbital gap (alpha / beta): 8.317 / 6.203 eV